Record 1
A gas-phase ion, C5H15N2S (charge +1), computed with the ωB97M-V functional and the def2-TZVPD basis.

Last columns: bonded neighbours and bond lengths (Å).
Atoms and positions in Å:
1 C -3.511 -1.150 -0.971  N2 1.417, H9 0.997, H10 1.143, H11 1.058
2 N -2.328 -0.384 -0.822  C1 1.417, C3 1.485, H12 1.058
3 C -1.083 -1.092 -1.212  N2 1.485, C4 1.557, H13 1.171, H14 1.118
4 C 0.036 -0.448 -0.340  C3 1.557, N5 1.589, C6 1.593, H15 1.110
5 N -0.657 0.252 0.907  C4 1.589, H16 1.100, H17 1.119, H18 1.072
6 C 1.055 0.606 -0.964  C4 1.593, C7 1.510, H19 1.031, H20 1.122
7 C 2.299 0.700 -0.115  C6 1.510, S8 1.774, H21 1.300, H22 1.157
8 S 2.157 0.746 1.653  C7 1.774, H23 1.385
9 H -3.702 -1.614 -1.833  C1 0.997
10 H -4.264 -0.343 -0.676  C1 1.143
11 H -3.589 -1.702 -0.072  C1 1.058
12 H -2.446 0.530 -1.343  N2 1.058
13 H -0.935 -1.188 -2.370  C3 1.171
14 H -1.053 -2.184 -0.974  C3 1.118
15 H 0.730 -1.212 0.067  C4 1.110
16 H -0.551 1.342 0.805  N5 1.100
17 H -1.766 0.103 0.892  N5 1.119
18 H -0.344 -0.169 1.842  N5 1.072
19 H 0.746 1.589 -0.992  C6 1.031
20 H 1.312 0.371 -2.031  C6 1.122
21 H 3.008 -0.360 -0.373  C7 1.300
22 H 2.968 1.615 -0.346  C7 1.157
23 H 3.484 0.509 1.973  S8 1.385

relative energy (zero: lowest compared OMol25 entry of this formula, charge and spin): 69.63 kcal/mol
SMILES: CNC[C@H]([NH3+])CCS
LUMO level: -3.129 eV
orbital gap: 9.53 eV
E: -706.86564 hartree
charge: +1


Record 2
2 unconnected molecules or ions with the total composition C5H15N2S, computed with the ωB97M-V functional and the def2-TZVPD basis.

Last columns: bonded neighbours and bond lengths (Å).
Atoms and positions in Å:
1 C -0.692 2.010 -0.627  C5 1.436, H9 1.074, H10 1.109, H11 1.057
2 C -0.642 -1.537 0.465  N6 1.444, H12 1.160, H13 1.086, H14 1.103
3 C 2.916 -1.829 1.647  N7 1.497, H15 1.065, H16 1.243, H17 1.161
4 C -2.821 1.350 -2.452  S8 1.815, H18 1.097, H19 1.134, H20 1.127
5 C -1.068 0.632 -0.483  C1 1.436, N6 1.357, S8 1.717
6 N -0.298 -0.142 0.323  C2 1.444, C5 1.357, H21 1.074
7 N 2.412 -0.420 1.654  C3 1.497, H22 1.017, H23 1.067
8 S -2.357 -0.047 -1.390  C4 1.815, C5 1.717
9 H -1.508 2.704 -0.708  C1 1.074
10 H -0.395 2.336 -1.645  C1 1.109
11 H 0.043 2.408 0.020  C1 1.057
12 H 0.153 -2.118 1.079  C2 1.160
13 H -1.581 -1.535 1.009  C2 1.086
14 H -0.647 -1.786 -0.610  C2 1.103
15 H 2.934 -2.045 0.604  C3 1.065
16 H 4.007 -2.018 2.213  C3 1.243
17 H 2.193 -2.522 2.234  C3 1.161
18 H -3.159 2.160 -1.793  C4 1.097
19 H -3.810 0.934 -2.821  C4 1.134
20 H -1.956 1.455 -3.167  C4 1.127
21 H 0.598 0.082 0.872  N6 1.074
22 H 2.929 0.093 0.944  N7 1.017
23 H 2.751 -0.164 2.633  N7 1.067

relative energy (zero: lowest compared OMol25 entry of this formula, charge and spin): 45.69 kcal/mol
LUMO level: -3.655 eV
orbital gap: 9.81 eV
E: -706.90380 hartree
charge: +1


Record 3
A gas-phase ion, C5H15N2S (charge +1), computed with the ωB97M-V functional and the def2-TZVPD basis.

Last columns: bonded neighbours and bond lengths (Å).
Atoms and positions in Å:
1 C -2.657 0.332 1.548  C2 1.599, H9 1.060, H10 1.152, H11 1.131
2 C -1.084 0.270 1.265  C1 1.599, N3 1.514, C4 1.687, H12 1.130
3 N -0.307 1.563 1.134  C2 1.514, H13 1.007, H14 1.088, H15 1.014
4 C -1.108 -0.304 -0.321  C2 1.687, N5 1.567, H16 1.024, H17 1.096
5 N 0.261 0.022 -1.011  C4 1.567, C6 1.467, H18 0.975
6 C 1.198 -1.086 -0.794  N5 1.467, C7 1.492, H19 1.126, H20 1.115
7 C 2.585 -0.550 -0.924  C6 1.492, S8 1.850, H21 1.123, H22 1.034
8 S 3.009 0.178 -2.572  C7 1.850, H23 1.311
9 H -3.255 1.098 1.125  C1 1.060
10 H -3.109 -0.723 1.456  C1 1.152
11 H -2.690 0.570 2.653  C1 1.131
12 H -0.476 -0.472 1.862  C2 1.130
13 H 0.511 1.380 0.577  N3 1.007
14 H -0.956 2.256 0.604  N3 1.088
15 H -0.097 1.923 2.059  N3 1.014
16 H -1.314 -1.286 -0.118  C4 1.024
17 H -1.836 0.070 -1.050  C4 1.096
18 H 0.125 0.166 -1.966  N5 0.975
19 H 1.070 -1.927 -1.533  C6 1.126
20 H 1.072 -1.533 0.219  C6 1.115
21 H 3.218 -1.382 -0.513  C7 1.123
22 H 2.683 0.328 -0.388  C7 1.034
23 H 3.157 -0.892 -3.314  S8 1.311

relative energy (zero: lowest compared OMol25 entry of this formula, charge and spin): 48.72 kcal/mol
SMILES: C[C@H]([NH3+])CNCCS
LUMO level: -3.327 eV
orbital gap: 8.80 eV
E: -706.89896 hartree
charge: +1


Please write out number 1 again, unchanged.
A gas-phase ion, C5H15N2S (charge +1), computed with the ωB97M-V functional and the def2-TZVPD basis.

Last columns: bonded neighbours and bond lengths (Å).
Atoms and positions in Å:
1 C -3.511 -1.150 -0.971  N2 1.417, H9 0.997, H10 1.143, H11 1.058
2 N -2.328 -0.384 -0.822  C1 1.417, C3 1.485, H12 1.058
3 C -1.083 -1.092 -1.212  N2 1.485, C4 1.557, H13 1.171, H14 1.118
4 C 0.036 -0.448 -0.340  C3 1.557, N5 1.589, C6 1.593, H15 1.110
5 N -0.657 0.252 0.907  C4 1.589, H16 1.100, H17 1.119, H18 1.072
6 C 1.055 0.606 -0.964  C4 1.593, C7 1.510, H19 1.031, H20 1.122
7 C 2.299 0.700 -0.115  C6 1.510, S8 1.774, H21 1.300, H22 1.157
8 S 2.157 0.746 1.653  C7 1.774, H23 1.385
9 H -3.702 -1.614 -1.833  C1 0.997
10 H -4.264 -0.343 -0.676  C1 1.143
11 H -3.589 -1.702 -0.072  C1 1.058
12 H -2.446 0.530 -1.343  N2 1.058
13 H -0.935 -1.188 -2.370  C3 1.171
14 H -1.053 -2.184 -0.974  C3 1.118
15 H 0.730 -1.212 0.067  C4 1.110
16 H -0.551 1.342 0.805  N5 1.100
17 H -1.766 0.103 0.892  N5 1.119
18 H -0.344 -0.169 1.842  N5 1.072
19 H 0.746 1.589 -0.992  C6 1.031
20 H 1.312 0.371 -2.031  C6 1.122
21 H 3.008 -0.360 -0.373  C7 1.300
22 H 2.968 1.615 -0.346  C7 1.157
23 H 3.484 0.509 1.973  S8 1.385

relative energy (zero: lowest compared OMol25 entry of this formula, charge and spin): 69.63 kcal/mol
SMILES: CNC[C@H]([NH3+])CCS
LUMO level: -3.129 eV
orbital gap: 9.53 eV
E: -706.86564 hartree
charge: +1


Among the records above, which one has the lowest LUMO level? number 2


What is the formula in the first record? C5H15N2S